C36H72O42S6 | ωB97M-V with the def2-TZVPD basis set

For the energy, the calculation gives -189500.52417 eV. For the strongest force on any atom, the calculation gives 3.06 eV/A. The HOMO energy is -10.132 eV. As for the SMILES: O=S1(=O)OCCO1.O=S1(=O)OCCO1.O=S1(=O)OCCO1.O=S1(=O)OCCO1.O=S1(=O)OCCO1.O=S1(=O)OCCO1.CCOC(=O)OC.CCOC(=O)OC.CCOC(=O)OC.CCOC(=O)OC.CCOC(=O)OC.CCOC(=O)OC. Its net charge is 0.

Each line ends with the Löwdin charge.
Geometry (Å):
O1 -24.83321 -21.01642 -10.34572  -0.22
S1 -24.12275 -22.26493 -10.36128  0.67
O2 -24.14549 -22.99795 -11.59338  -0.21
O3 -22.63591 -22.09732 -9.71847  -0.22
C1 -22.39807 -23.01223 -8.66742  -0.18
C2 -23.56603 -24.00346 -8.67620  -0.16
O4 -24.64916 -23.23061 -9.16917  -0.17
H1 -21.42096 -23.47497 -8.78942  0.10
H2 -22.41888 -22.42502 -7.74332  0.13
H3 -23.77267 -24.41743 -7.69433  0.15
H4 -23.29474 -24.82066 -9.34843  0.08
O5 -19.73866 -23.72680 -6.35602  -0.22
S2 -19.30528 -22.36284 -6.45343  0.65
O6 -19.97181 -21.40233 -5.60791  -0.24
O7 -17.68882 -22.23681 -6.27180  -0.17
C3 -16.99481 -22.15684 -7.52025  -0.13
C4 -18.07236 -22.02563 -8.62883  -0.14
O8 -19.29814 -21.84243 -7.95122  -0.20
H5 -16.33142 -21.29598 -7.55565  0.14
H6 -16.44455 -23.08774 -7.63951  0.08
H7 -18.13899 -22.95963 -9.18807  0.09
H8 -17.87107 -21.19070 -9.29520  0.13
O9 -24.63663 -26.51941 -11.31954  -0.20
S3 -24.18019 -27.58376 -10.50220  0.63
O10 -22.97865 -27.36641 -9.74957  -0.24
O11 -25.26510 -28.31295 -9.58306  -0.18
C5 -25.27771 -29.72404 -9.71885  -0.16
C6 -24.91596 -29.90695 -11.17857  -0.14
O12 -23.87840 -28.92049 -11.39592  -0.22
H9 -24.67685 -30.27528 -8.99585  0.14
H10 -26.32841 -29.95842 -9.53876  0.14
H11 -25.72145 -29.55122 -11.82446  0.13
H12 -24.64142 -30.91226 -11.48155  0.14
O13 -20.88555 -16.54275 -10.47275  -0.22
S4 -20.39097 -17.67663 -9.75582  0.65
O14 -19.01117 -18.01649 -10.04582  -0.25
O15 -20.58665 -17.52711 -8.16171  -0.18
C7 -21.09926 -18.74423 -7.59175  -0.14
C8 -21.98736 -19.33407 -8.68062  -0.15
O16 -21.34570 -18.98008 -9.89905  -0.20
H13 -20.26623 -19.38956 -7.31714  0.11
H14 -21.65720 -18.52855 -6.68428  0.14
H15 -22.98577 -18.90066 -8.63874  0.14
H16 -22.02162 -20.41650 -8.59648  0.10
O17 -18.30525 -29.35721 -8.43593  -0.21
S5 -18.47933 -29.53425 -9.84235  0.63
O18 -17.70358 -28.78970 -10.78344  -0.22
O19 -18.40964 -31.13023 -10.22886  -0.18
C9 -19.69285 -31.69869 -10.41572  -0.18
C10 -20.71571 -30.63605 -10.02488  -0.17
O20 -20.04051 -29.39286 -10.19833  -0.20
H17 -19.92548 -32.04862 -11.42327  0.12
H18 -19.80262 -32.57288 -9.77334  0.13
H19 -21.03300 -30.86598 -9.00573  0.13
H20 -21.58210 -30.62041 -10.67890  0.11
O21 -14.74415 -21.18186 -10.84882  -0.23
S6 -15.62308 -21.53022 -11.93348  0.66
O22 -16.52408 -20.54914 -12.47949  -0.24
O23 -14.76404 -22.18498 -13.15225  -0.19
C11 -15.55127 -23.17829 -13.83918  -0.14
C12 -16.36990 -23.76252 -12.69736  -0.17
O24 -16.53612 -22.84030 -11.61905  -0.20
H21 -16.23736 -22.78954 -14.59560  0.11
H22 -14.85794 -23.81429 -14.38234  0.13
H23 -16.00574 -24.70782 -12.28428  0.13
H24 -17.38643 -24.05104 -12.98257  0.13
C13 -13.65482 -21.91843 -17.07492  -0.06
C14 -14.40038 -21.63497 -18.34639  -0.22
O25 -15.63483 -20.93558 -18.21336  0.05
C15 -16.62102 -21.45477 -17.49963  -0.60
O26 -16.66216 -22.53799 -16.97245  0.11
O27 -17.58334 -20.53929 -17.45098  0.02
C16 -18.65453 -20.72815 -16.55932  -0.06
H25 -14.23748 -22.61868 -16.47847  0.05
H26 -13.42495 -20.99076 -16.54874  0.09
H27 -12.68402 -22.36946 -17.28299  0.08
H28 -14.64525 -22.54844 -18.90040  0.13
H29 -13.78025 -21.08330 -19.05307  0.12
H30 -18.49037 -20.50958 -15.50409  0.09
H31 -19.02280 -21.76000 -16.58099  0.09
H32 -19.50660 -20.14863 -16.90438  0.09
C17 -17.30990 -17.02917 -13.02315  -0.06
C18 -18.57561 -16.28011 -13.41892  -0.20
O28 -18.61319 -15.97254 -14.81292  0.00
C19 -19.19338 -16.83407 -15.66468  -0.61
O29 -19.48732 -17.95792 -15.41723  0.14
O30 -19.35804 -16.25817 -16.83752  0.01
C20 -19.38149 -14.82860 -16.97657  -0.02
H33 -16.45494 -16.56078 -13.52459  0.08
H34 -17.30889 -18.03827 -13.43627  0.06
H35 -17.10270 -17.02408 -11.95671  0.07
H36 -18.64393 -15.31466 -12.92554  0.13
H37 -19.38602 -16.96415 -13.16297  0.11
H38 -18.40992 -14.44062 -16.67699  0.09
H39 -20.18687 -14.46993 -16.33763  0.10
H40 -19.57349 -14.62602 -18.02473  0.09
C21 -23.95953 -27.42469 -14.66685  -0.04
C22 -22.53669 -27.91753 -14.40821  -0.20
O31 -22.49944 -29.30808 -14.12466  0.04
C23 -21.38025 -29.89139 -13.70631  -0.59
O32 -21.34454 -30.98506 -13.21893  0.13
O33 -20.33030 -29.10710 -13.95857  -0.02
C24 -19.00764 -29.62166 -13.83167  -0.01
H41 -24.26604 -27.58169 -15.70226  0.08
H42 -24.08394 -26.35043 -14.52959  0.08
H43 -24.66083 -27.91267 -13.99224  0.07
H44 -22.16221 -27.43815 -13.49775  0.09
H45 -21.79261 -27.70445 -15.17642  0.13
H46 -18.27352 -28.83999 -13.98845  0.10
H47 -18.85842 -30.42522 -14.55445  0.10
H48 -18.87515 -30.06274 -12.84468  0.07
C25 -20.29489 -25.99003 -12.03604  -0.04
C26 -21.52268 -25.10598 -11.89035  -0.21
O34 -21.23224 -23.88592 -12.54892  0.07
C27 -20.48362 -23.01514 -11.88603  -0.61
O35 -20.08362 -23.20285 -10.75368  0.10
O36 -20.27284 -21.95270 -12.59500  0.04
C28 -19.53771 -20.88578 -12.01358  0.00
H49 -19.44343 -25.45806 -11.61393  0.07
H50 -20.12293 -26.25610 -13.08061  0.08
H51 -20.39961 -26.94855 -11.52058  0.07
H52 -21.81635 -25.10034 -10.83825  0.10
H53 -22.40003 -25.54314 -12.36566  0.10
H54 -18.65544 -21.35754 -11.58052  0.06
H55 -20.13383 -20.49463 -11.19187  0.08
H56 -19.22106 -20.17634 -12.76851  0.10
C29 -20.65918 -26.07905 -7.77020  -0.04
C30 -19.42210 -25.79402 -8.62642  -0.21
O37 -18.29815 -26.05928 -7.82829  0.04
C31 -17.12072 -25.48471 -8.09250  -0.59
O38 -16.92328 -24.77290 -9.04254  0.11
O39 -16.28348 -25.76999 -7.12581  0.04
C32 -15.03717 -25.13676 -7.04736  -0.04
H57 -20.61057 -25.55894 -6.81454  0.06
H58 -20.74712 -27.13200 -7.49942  0.08
H59 -21.44736 -25.84038 -8.48576  0.05
H60 -19.42363 -24.77150 -9.01592  0.10
H61 -19.40679 -26.48937 -9.47314  0.11
H62 -14.47122 -25.16272 -7.98167  0.11
H63 -14.43639 -25.57341 -6.25615  0.10
H64 -15.13238 -24.06815 -6.83013  0.08
C33 -22.70345 -19.54047 -14.08767  -0.04
C34 -23.90871 -20.29934 -13.56134  -0.20
O40 -24.89118 -20.33100 -14.59980  0.03
C35 -25.90582 -19.45748 -14.55674  -0.61
O41 -26.02451 -18.58702 -13.73932  0.13
O42 -26.68460 -19.67916 -15.59719  0.01
C36 -27.70640 -18.75828 -15.91919  -0.05
H65 -22.12477 -20.21769 -14.72316  0.08
H66 -22.00945 -19.21387 -13.31198  0.07
H67 -22.95520 -18.71822 -14.75549  0.08
H68 -24.27024 -19.97063 -12.58724  0.10
H69 -23.72518 -21.36612 -13.42791  0.11
H70 -28.35814 -18.61746 -15.05952  0.10
H71 -28.29234 -19.15376 -16.74723  0.09
H72 -27.31658 -17.81914 -16.31353  0.10

=====

C6H13N2O2 | ωB97M-V with the def2-TZVPD basis set

For the energy, the calculation gives -13498.06719 eV. For the strongest force on any atom, the calculation gives 3.72 eV/A. The HOMO energy is -11.086 eV. Its net charge is +1.

Each line ends with the Löwdin charge.
Geometry (Å):
C1 -0.96499 1.11979 -0.72224  -0.17
C2 -0.74179 -1.50413 -0.53815  -0.11
C3 0.46912 1.71118 -0.89222  -0.12
C4 0.76429 -1.73284 -0.87943  -0.02
C5 -0.86387 -0.07154 0.12241  -0.29
C6 1.60275 0.05557 0.35776  -0.52
N1 -1.91553 -0.13310 1.23825  0.17
N2 1.98154 0.54310 1.52957  0.22
O1 1.56442 0.79224 -0.74145  0.00
O2 1.74316 -1.25567 0.26193  0.04
H1 -1.52677 1.80770 -0.05716  0.12
H2 -1.38966 0.99101 -1.71514  0.12
H3 -1.29781 -1.73842 -1.42546  0.11
H4 -1.02640 -2.31888 0.03842  0.08
H5 0.45226 1.92176 -1.98144  0.13
H6 0.70929 2.68026 -0.18247  0.18
H7 0.97267 -2.75731 -1.02130  0.11
H8 1.15631 -1.18752 -1.76271  0.13
H9 -2.34415 0.79481 1.23002  0.14
H10 -2.48006 -0.97790 1.24120  0.15
H11 2.48115 -0.11712 2.14018  0.16
H12 -1.37554 -0.19643 2.18564  0.20
H13 2.02961 1.57345 1.57377  0.15

=====

C3H4BrF | ωB97M-V with the def2-TZVPD basis set

For the energy, the calculation gives -75927.91114 eV. For the strongest force on any atom, the calculation gives 10.43 eV/A. The HOMO energy (alpha / beta) is -5.653 / -9.578 eV. Its spin multiplicity is 3. Its net charge is 0.

Each line ends with the Löwdin charge.
Geometry (Å):
C1 1.47081 0.88483 -0.30437  -0.77
C2 0.22017 0.33761 -0.40677  -0.12
C3 -1.23483 -1.02235 0.27697  -0.08
F1 -2.23615 -0.17632 0.53954  -0.05
Br1 2.81620 0.16955 0.71198  0.72
H1 1.63501 1.99459 -0.64334  0.08
H2 -0.59990 0.90537 -0.90447  0.05
H3 -0.61004 -1.38701 1.22230  0.11
H4 -1.46128 -1.70626 -0.49183  0.06

=====

C15H24F18N5O12S6 | ωB97M-V with the def2-TZVPD basis set

For the energy, the calculation gives -161885.78209 eV. For the strongest force on any atom, the calculation gives 7.43 eV/A. The HOMO energy is -6.984 eV. Its net charge is -1.

Each line ends with the Löwdin charge.
Geometry (Å):
N1 -10.73057 15.23129 5.10786  0.30
H1 -10.82118 15.75523 5.96656  0.05
H2 -9.81104 14.97015 4.78171  0.05
H3 -11.29562 15.58380 4.34854  0.03
H4 -11.23791 14.38613 5.32788  0.10
C1 -17.22043 16.12868 1.58285  -0.09
C2 -17.51933 15.10824 2.62515  -0.25
C3 -17.29252 15.56497 4.06660  -0.11
N2 -16.88195 14.40759 5.05391  -0.21
C4 -15.31145 14.48913 5.07091  -0.05
C5 -14.71345 15.67727 5.88920  -0.16
C6 -15.39235 15.72178 7.24634  -0.19
C7 -16.93859 16.00183 7.17401  -0.12
C8 -17.53580 14.75564 6.45492  -0.10
C9 -17.47919 13.01177 4.64401  0.05
H5 -16.18431 16.46568 1.61399  0.06
H6 -17.67591 17.11162 1.46259  0.08
H7 -17.40551 15.56193 0.67036  0.08
H8 -16.86153 14.28752 2.33912  0.11
H9 -18.49567 14.62731 2.68511  0.11
H10 -18.17524 16.05707 4.47494  0.12
H11 -16.59536 16.39678 4.16746  0.12
H12 -14.92435 14.50738 4.05212  0.12
H13 -15.08577 13.56713 5.60671  0.13
H14 -15.03763 16.65217 5.52509  0.10
H15 -13.63483 15.59658 6.02387  0.09
H16 -15.06920 16.69359 7.61952  0.11
H17 -15.20858 14.86667 7.89680  0.11
H18 -17.14311 16.92166 6.62610  0.11
H19 -17.14197 16.08775 8.24140  0.12
H20 -18.61080 14.81611 6.28523  0.12
H21 -17.33058 13.85679 7.03635  0.12
H22 -16.97442 12.66751 3.74135  0.10
H23 -18.53579 13.27803 4.61580  0.10
H24 -17.27919 12.44369 5.55252  0.09
C10 -10.50405 13.83831 9.47739  -0.69
F1 -10.44693 12.52147 9.31106  0.15
F2 -10.63866 14.08022 10.77221  0.15
F3 -9.38639 14.36255 9.08478  0.17
S1 -11.97358 14.59718 8.50648  0.63
O1 -12.30532 13.59372 7.55125  -0.31
O2 -13.05926 14.79430 9.42248  -0.28
N3 -11.31167 15.96434 7.75667  -0.32
S2 -11.59143 17.11582 8.72923  0.58
O3 -12.85163 17.83631 8.52117  -0.31
O4 -11.30269 16.85359 10.14851  -0.31
C11 -10.16600 18.38623 8.34663  -0.57
F4 -9.03065 17.96948 8.76106  0.18
F5 -10.01167 18.63017 6.95208  0.04
F6 -10.54406 19.55587 8.95430  0.10
C12 -9.05602 11.66504 4.59795  -0.59
F7 -9.06690 10.46069 4.03107  0.14
F8 -10.21387 12.32330 4.31117  0.07
F9 -8.96779 11.47866 5.96616  0.11
S3 -7.72602 12.69845 3.76748  0.70
O5 -6.45886 12.14565 4.15240  -0.28
O6 -8.01786 12.65663 2.36029  -0.27
N4 -8.11947 14.25449 4.58632  -0.32
S4 -6.83008 14.58416 5.27348  0.52
O7 -6.55917 13.75295 6.45417  -0.33
O8 -5.74203 14.85770 4.35345  -0.32
C13 -7.05312 16.35661 6.12738  -0.61
F10 -7.56837 17.22108 5.26786  0.13
F11 -7.86341 16.24087 7.19886  0.09
F12 -5.87159 16.86442 6.52829  0.12
C14 -12.30299 13.65300 1.87668  -0.64
F13 -12.92932 12.89530 1.00010  0.14
F14 -12.95879 13.33455 3.02534  0.09
F15 -11.03690 13.30121 1.79751  0.15
S5 -12.46633 15.54518 1.41246  0.72
O9 -11.46704 15.79981 0.35823  -0.28
O10 -13.83291 15.57842 0.90524  -0.32
N5 -12.12680 16.25169 2.97964  -0.33
S6 -12.69445 17.65669 2.74589  0.55
O11 -12.05417 18.46721 1.69167  -0.30
O12 -14.14664 17.76934 2.81105  -0.34
C15 -12.25125 18.55880 4.47468  -0.57
F16 -12.89762 17.86948 5.41023  0.10
F17 -10.90711 18.73227 4.65992  0.10
F18 -12.80573 19.78601 4.43669  0.12